1.
DFT (ωB97M-V/def2-TZVPD) results for C6H13N in the gas phase at a distorted geometry.

```
20
Properties=species:S:1:pos:R:3:mulliken_charge:R:1
C 0.59347 0.30059 -0.34319 -0.715
C -0.74826 1.04855 -0.42942 -0.310
C -1.03527 1.85244 -1.67401 -0.292
C -0.10318 2.35743 -2.48045 -0.612
C 0.40436 -1.10976 0.19639 -0.723
N -0.01153 -1.01984 1.58805 -0.254
C 0.26951 -2.19901 2.41232 -0.946
H 1.14049 0.36844 -1.28714 0.381
H 1.30690 0.77981 0.33955 0.324
H -0.87974 1.66539 0.46412 0.278
H -1.53756 0.29402 -0.37611 0.300
H -1.94759 1.54362 -2.18359 0.250
H -0.43681 3.01431 -3.27964 0.257
H 0.97673 2.26239 -2.47126 0.234
H 1.28170 -1.74794 0.05787 0.405
H -0.42836 -1.55475 -0.36067 0.269
H 0.28651 -0.18775 2.07372 0.208
H 0.36951 -3.07016 1.76375 0.359
H 1.14955 -2.12895 3.05136 0.272
H -0.65041 -2.46881 2.93837 0.314
```

The calculation puts the LUMO energy at 1.2 eV. The relative energy (zero: lowest compared OMol25 entry of this formula, charge and spin) is 178.1 kJ/mol. As for the total energy: -7920.9874 eV. Its spin multiplicity is 1. The HOMO-LUMO gap comes out at 9.72 eV.


2.
DFT (ωB97M-V/def2-TZVPD) results for C6H13N in the gas phase at a distorted geometry.

```
20
Properties=species:S:1:pos:R:3:mulliken_charge:R:1
C -1.17711 -0.45009 -1.75582 -1.066
N -0.58091 -0.55194 -0.45724 0.031
C -1.25071 -0.57097 0.91601 -0.565
C -0.19937 -0.13075 1.87683 -0.482
C 0.44835 1.06322 0.99550 -0.856
C 0.49993 0.44112 -0.42735 0.356
C 1.86968 -0.11077 -0.90157 -1.401
H -1.99433 0.30744 -1.75324 0.299
H -0.32220 -0.48684 -2.44739 0.353
H -1.69209 -1.44149 -1.71469 0.353
H -1.60095 -1.62414 1.04674 0.317
H -2.27301 0.02041 1.02954 0.232
H -0.61056 0.50212 2.66419 0.307
H 0.60044 -0.86658 2.23349 0.279
H 1.40319 1.41554 1.51928 0.306
H -0.17979 1.92073 1.27322 0.397
H 0.34394 1.37860 -1.11405 0.145
H 2.73193 0.35508 -0.32247 0.346
H 1.96211 -1.22924 -0.67641 0.292
H 2.02147 0.05856 -1.98457 0.357
```

The calculation puts the LUMO energy at 1.1 eV. The relative energy (zero: lowest compared OMol25 entry of this formula, charge and spin) is 194.9 kJ/mol. As for the total energy: -7920.8126 eV. Its spin multiplicity is 1. The HOMO-LUMO gap comes out at 9.30 eV.


3.
DFT (ωB97M-V/def2-TZVPD) results for a gas-phase ion, C6H13N (charge +1) at a distorted geometry.

```
20
Properties=species:S:1:pos:R:3:mulliken_charge:R:1
C -0.36051 0.52839 1.75630 -0.607
C 0.64119 0.61040 0.57446 -0.557
C 0.46888 -0.38340 -0.54372 0.763
C 0.03801 0.05363 -1.81157 -0.325
C -1.04297 -0.58125 -2.67360 -1.125
C 0.79368 -1.83587 -0.28857 -1.083
N -0.26878 1.60562 2.65268 -0.578
H -0.08558 -0.43963 2.25721 0.394
H -1.26707 0.54319 1.25017 0.334
H 0.34849 1.66533 0.19824 0.307
H 1.62138 0.35463 1.01427 0.317
H 0.54370 0.92482 -2.33701 0.412
H -1.24436 -1.48598 -2.26741 0.411
H -0.80889 -0.46864 -3.80572 0.342
H -1.96555 0.03301 -2.57981 0.338
H 1.87909 -1.72985 0.00665 0.379
H 0.59141 -2.56242 -1.14590 0.381
H 0.41280 -2.15300 0.68900 0.362
H -0.84761 2.36223 2.31276 0.250
H -0.52607 1.36553 3.75896 0.284
```

Its expectation value of S² is 0.75. The calculation puts the LUMO energy (spin up / spin down) at -4.9 / -7.0 eV. The relative energy (zero: lowest compared OMol25 entry of this formula, charge and spin) is 281.2 kJ/mol. As for the total energy: -7912.2986 eV. The net charge is +1. Its spin multiplicity is 2. The HOMO-LUMO gap (spin up / spin down) comes out at 8.07 / 5.96 eV.


4.
DFT (ωB97M-V/def2-TZVPD) results for a gas-phase ion, C6H13N2 (charge +1) at a distorted geometry.

```
21
Properties=species:S:1:pos:R:3:mulliken_charge:R:1
C -0.68362 0.40439 1.01743 -0.533
C 0.17922 0.06788 0.11729 -0.547
C -0.17758 1.41385 1.95732 0.799
C -1.01698 1.72076 3.14577 -1.121
C 0.22645 -2.06317 -2.89456 -1.139
C 0.69377 -0.67383 -2.32682 -0.192
N 0.93824 2.02843 1.71692 -0.661
N 0.24573 -0.94237 -0.91276 -0.094
H -1.72117 0.22705 1.17203 0.401
H 1.10861 0.64866 0.14235 0.424
H -0.50240 2.51985 3.69124 0.323
H -1.40172 0.94841 3.85500 0.307
H -1.98640 2.16013 2.63894 0.281
H 0.90731 -2.49712 -3.61633 0.367
H 0.12775 -2.87495 -2.12713 0.336
H -0.67067 -1.96029 -3.41092 0.360
H 0.27459 0.15880 -2.96702 0.331
H 1.81857 -0.86176 -2.30876 0.285
H 1.35169 2.57176 2.51083 0.255
H 0.92022 -1.56661 -0.56005 0.412
H -0.63162 -1.42985 -0.84079 0.407
```

The calculation puts the LUMO energy at -3.5 eV. The relative energy (zero: lowest compared OMol25 entry of this formula, charge and spin) is 303.7 kJ/mol. As for the total energy: -9403.7203 eV. The net charge is +1. Its spin multiplicity is 1. The HOMO-LUMO gap comes out at 9.95 eV.


5.
DFT (ωB97M-V/def2-TZVPD) results for a gas-phase ion, C6H13N2 (charge +1) at a distorted geometry.

```
21
Properties=species:S:1:pos:R:3:mulliken_charge:R:1
C -0.11833 1.22035 0.43964 -0.577
C 1.19952 1.08070 -0.20885 -0.504
C -1.22249 0.46594 -0.14933 -0.154
C 0.90680 -1.25096 -0.27873 -0.370
C 3.08708 -0.50532 0.26361 -0.910
C -3.38142 -0.72554 -0.20603 -0.864
N 1.72514 -0.33886 -0.07288 0.114
N -2.30157 -0.04665 0.48081 -0.142
H -0.00999 0.82000 1.41246 0.310
H -0.35120 2.22895 0.38634 0.452
H 1.12290 1.29202 -1.23134 0.309
H 1.80959 1.81746 0.37134 0.394
H -1.42724 0.55622 -1.16587 0.392
H 0.99191 -2.34849 -0.36048 0.318
H 3.40881 0.31023 0.82340 0.360
H 3.11866 -1.39610 1.01585 0.348
H 3.83513 -0.78830 -0.60052 0.275
H -3.08364 -1.77120 -0.44950 0.326
H -4.29296 -0.92513 0.46345 0.295
H -3.69935 -0.18861 -1.07729 0.326
H -2.54889 0.06051 1.44916 0.303
```

The calculation puts the LUMO energy at -3.8 eV. The relative energy (zero: lowest compared OMol25 entry of this formula, charge and spin) is 397.6 kJ/mol. As for the total energy: -9402.7467 eV. The net charge is +1. Its spin multiplicity is 1. The HOMO-LUMO gap comes out at 8.06 eV.


6.
DFT (ωB97M-V/def2-TZVPD) results for a gas-phase ion, C6H13N2 (charge +1) at a distorted geometry.

```
21
Properties=species:S:1:pos:R:3:mulliken_charge:R:1
C 0.51615 0.92615 0.02760 0.044
C 0.38348 -1.42257 -0.29374 -0.928
C 1.82563 -0.96873 -0.20688 -0.505
C -0.48927 -0.19430 0.02408 1.426
C -1.56425 0.01870 -1.10786 -1.701
C -1.19485 -0.22123 1.37053 -1.564
N 1.70933 0.46596 -0.10684 -0.156
N 0.30098 2.20403 0.10706 -0.378
H 0.12355 -1.86528 -1.30158 0.355
H 0.08654 -2.19334 0.44704 0.315
H 2.05996 -1.34129 0.77966 0.260
H 2.55742 -1.23326 -0.94420 0.433
H -2.24079 -0.79352 -0.93372 0.486
H -1.17517 -0.03575 -2.08101 0.461
H -2.00224 1.04240 -0.94812 0.363
H -1.64166 -1.13970 1.38514 0.543
H -1.84666 0.65116 1.37518 0.359
H -0.36465 -0.12597 2.04845 0.411
H 2.62753 0.86136 -0.28460 0.250
H -0.70018 2.57953 0.29119 0.286
H 1.02914 2.78567 0.35264 0.239
```

The calculation puts the LUMO energy at -2.9 eV. The relative energy (zero: lowest compared OMol25 entry of this formula, charge and spin) is 17.9 kJ/mol. As for the total energy: -9406.6825 eV. The net charge is +1. Its spin multiplicity is 1. The HOMO-LUMO gap comes out at 11.68 eV.


7.
DFT (ωB97M-V/def2-TZVPD) results for a gas-phase ion, C6H13N2O (charge +1) at a distorted geometry.

```
22
Properties=species:S:1:pos:R:3:mulliken_charge:R:1
C 1.65531 0.77496 -0.55913 0.430
C 0.45651 0.49768 -1.47935 0.327
C -0.49558 0.12192 -0.19891 -0.207
C -1.80497 -0.58303 -0.48313 -1.580
C 0.45469 0.28151 2.04991 -0.913
C 0.61464 -1.80782 0.85919 -0.967
N -0.01366 1.61893 -2.25263 -0.484
N 0.41856 -0.41658 0.81554 0.143
O 2.37715 1.44186 0.01618 -0.210
H 0.73347 -0.41135 -2.14119 0.404
H -0.80754 1.09676 0.20712 0.401
H -2.60699 0.17719 -0.57556 0.361
H -2.07259 -1.21079 0.26220 0.463
H -1.79094 -1.03045 -1.39747 0.429
H 0.79648 1.32308 1.86933 0.330
H -0.51639 0.51919 2.42803 0.340
H 1.07758 -0.25471 2.78103 0.332
H 1.51257 -2.03480 1.37206 0.303
H -0.32311 -2.08808 1.50167 0.398
H 0.66659 -2.29296 -0.13226 0.263
H 0.01254 1.89353 -3.27668 0.241
H -0.34433 2.38396 -1.66595 0.196
```

The calculation puts the LUMO energy at -4.5 eV. The relative energy (zero: lowest compared OMol25 entry of this formula, charge and spin) is 342.6 kJ/mol. As for the total energy: -11451.1629 eV. The net charge is +1. Its spin multiplicity is 1. The HOMO-LUMO gap comes out at 8.90 eV.


8.
DFT (ωB97M-V/def2-TZVPD) results for a molecular structure, C6H13N2O3 at a distorted geometry.

```
24
Properties=species:S:1:pos:R:3:mulliken_charge:R:1
C 2.19604 -0.00136 2.45621 -0.008
C 0.56881 0.94916 0.08694 -0.372
C -1.16232 -0.80036 0.18099 -0.765
C 0.75058 0.72970 -1.39249 -1.113
C -0.96991 -1.00760 -1.30660 -0.731
C 0.35919 -0.30941 2.07396 0.247
N 0.15437 -0.30444 0.66530 0.003
N -0.58293 0.29612 -1.92637 -0.098
O 2.29573 0.82673 3.29128 -0.446
O -0.27679 0.74393 2.66796 -0.564
O 0.07627 -1.48478 2.67713 -0.555
H 2.78199 -0.70825 1.97852 0.499
H 1.64316 1.15785 0.59337 0.373
H -0.19397 1.65036 0.25929 0.340
H -1.95430 -0.15988 0.38043 0.371
H -1.22332 -1.66253 0.76972 0.497
H 1.31142 1.54025 -1.78685 0.460
H 1.51032 0.01759 -1.35915 0.391
H -0.12396 -1.55477 -1.56121 0.427
H -1.82188 -1.31737 -1.77135 0.469
H -1.22220 1.10348 -1.66466 0.415
H -0.59396 0.17250 -2.93153 0.359
H 0.18516 1.19427 3.42219 0.391
H 0.54681 -1.54939 3.50602 0.412
```

The calculation puts the LUMO energy at -3.3 eV. The relative energy (zero: lowest compared OMol25 entry of this formula, charge and spin) is 196.5 kJ/mol. As for the total energy: -15546.0099 eV. The net charge is +1. Its spin multiplicity is 1. The HOMO-LUMO gap comes out at 8.68 eV.